Molecular formula: C4H6O2
Method: DFT, wB97M-V/def2-TZVPD

ORCA input file:
```
! RIJCOSX wB97M-V def2-TZVPD def2/J DEFGRID3
* xyz 0 1
C 0.86 0.74 -0.32
C -0.31 -0.26 -0.54
C 0.48 -1.14 0.43
O 0.34 -1.10 1.63
C -1.54 0.27 0.13
O -1.46 1.13 0.98
H 0.59 1.78 -0.39
H 0.98 0.56 0.79
H 1.71 0.49 -0.97
H -0.49 -0.69 -1.54
H 1.36 -1.61 -0.05
H -2.51 -0.17 -0.14
*
```

Energy above the lowest of the compared OMol25 structures with the same formula, charge and spin, kcal/mol: 55.5
Structure (SMILES): CC(C=O)C=O
E_tot, a.u.: -306.4178
Gap between HOMO and LUMO, eV: 10.6
Largest force on an atom, Eh/bohr: 0.04970

Molecular formula: CH25ClFNO15S2
Method: DFT, wB97M-V/def2-TZVPD

ORCA input file:
```
! RIJCOSX wB97M-V def2-TZVPD def2/J DEFGRID3
* xyz 0 1
O -2.82 1.24 1.11
S -1.33 1.00 1.01
O -1.10 0.33 -0.32
C -0.90 -0.05 2.47
N -0.05 0.59 3.49
Cl 1.37 1.31 2.82
S -0.93 1.66 4.50
O -1.69 0.90 5.53
O -1.86 2.55 3.78
F 0.23 2.62 5.18
H -0.78 2.28 1.07
H -1.85 -0.47 2.87
H -0.31 -0.92 2.08
O -0.19 -1.41 -2.78
H 0.20 -2.18 -2.36
H -0.39 -0.82 -2.04
O 3.75 2.22 3.59
H 3.61 3.10 3.98
H 4.71 2.13 3.56
O -5.52 1.32 2.37
H -5.86 0.48 2.04
H -4.70 1.45 1.89
O -0.43 4.35 1.82
H -0.79 3.74 2.48
H -0.35 5.18 2.29
O 1.53 -1.77 1.71
H 1.21 -2.61 1.37
H 2.36 -1.63 1.25
O 1.27 -4.23 2.96
H 1.65 -5.01 3.37
H 1.07 -3.65 3.71
O 4.36 1.29 0.65
H 3.90 1.97 0.14
H 4.32 1.62 1.55
O 0.19 -2.11 -5.65
H -0.27 -1.45 -6.17
H 0.15 -1.78 -4.74
O -1.66 2.42 -2.79
H -1.99 1.96 -3.57
H -1.79 1.78 -2.07
O -1.42 -4.79 -6.58
H -0.73 -5.43 -6.80
H -0.96 -4.13 -6.05
O 1.74 -1.33 -8.22
H 1.43 -1.79 -9.01
H 1.61 -1.97 -7.51
*
```

Energy above the lowest of the compared OMol25 structures with the same formula, charge and spin, kcal/mol: 38.5
Structure (SMILES): O=[SH](=O)CN(Cl)S(=O)(=O)F.O.O.O.O.O.O.O.O.O.O.O
E_tot, a.u.: -2592.7199
Gap between HOMO and LUMO, eV: 9.9
Largest force on an atom, Eh/bohr: 0.12647

Molecular formula: C42H36F9N2P2Pt
Method: DFT, wB97M-V/def2-TZVPD

ORCA input file:
```
! RIJCOSX wB97M-V def2-TZVPD def2/J DEFGRID3
* xyz 3 5
Pt -0.57 0.35 1.39
N -2.78 0.15 -0.90
P -2.22 -1.07 0.20
C -3.71 -1.30 1.21
C -3.70 -0.89 2.54
C -4.81 -1.08 3.34
C -5.95 -1.66 2.79
C -5.97 -2.05 1.45
C -4.86 -1.87 0.66
C -2.20 -2.49 -0.90
C -2.53 -3.75 -0.39
C -2.65 -4.83 -1.26
C -2.41 -4.67 -2.61
C -2.03 -3.43 -3.11
C -1.90 -2.34 -2.26
C -2.64 1.47 -0.73
C -3.38 2.38 -1.53
C -3.23 3.73 -1.32
C -2.35 4.15 -0.33
C -1.64 3.19 0.41
N -1.77 1.89 0.22
H -3.46 -0.13 -1.61
H -2.80 -0.44 2.96
H -4.79 -0.80 4.38
H -6.84 -1.77 3.39
H -6.86 -2.50 1.03
H -4.89 -2.18 -0.38
H -2.71 -3.89 0.67
H -2.92 -5.80 -0.86
H -2.49 -5.51 -3.28
H -1.84 -3.30 -4.17
H -1.61 -1.38 -2.66
H -4.07 2.01 -2.28
H -3.78 4.45 -1.91
H -2.21 5.21 -0.12
H -0.94 3.49 1.18
C 0.21 2.04 5.45
C 0.15 1.99 3.91
C 1.50 2.37 3.30
C -0.32 0.60 3.52
H 0.54 3.03 5.76
H 0.93 1.31 5.84
H -0.76 1.84 5.90
H -0.60 2.73 3.61
H 2.28 1.68 3.63
H 1.79 3.37 3.60
H 1.46 2.34 2.20
H -1.24 0.34 4.03
H 0.45 -0.16 3.71
F 8.33 0.93 0.99
C 7.74 0.60 -0.17
F 8.19 1.42 -1.12
F 8.11 -0.65 -0.48
C 6.23 0.66 -0.05
C 5.48 1.20 -1.08
C 4.10 1.21 -1.00
C 3.48 0.65 0.12
C 4.24 0.13 1.17
C 5.62 0.13 1.08
P 1.66 0.41 0.10
C 1.06 1.56 -1.16
C 1.30 2.92 -0.94
C 0.77 3.86 -1.80
C -0.01 3.45 -2.88
C -0.22 2.10 -3.12
C 0.30 1.15 -2.26
C -0.66 4.50 -3.75
F 0.23 5.13 -4.51
F -1.60 3.96 -4.54
F -1.27 5.42 -2.97
C 1.61 -1.33 -0.44
C 1.26 -2.29 0.52
C 1.34 -3.64 0.22
C 1.75 -4.02 -1.05
C 2.12 -3.08 -2.00
C 2.07 -1.73 -1.69
C 1.81 -5.50 -1.40
F 3.01 -6.01 -1.17
F 1.52 -5.69 -2.70
F 0.92 -6.19 -0.67
H 5.97 1.61 -1.95
H 3.53 1.62 -1.82
H 3.76 -0.29 2.05
H 6.22 -0.27 1.89
H 1.91 3.23 -0.10
H 0.96 4.92 -1.65
H -0.80 1.80 -3.99
H 0.14 0.09 -2.43
H 0.98 -1.98 1.52
H 1.10 -4.38 0.96
H 2.48 -3.40 -2.97
H 2.42 -1.00 -2.41
*
```

⟨S²⟩: 6.044
E_tot, a.u.: -3431.4099
Gap between HOMO and LUMO (spin up / spin down), eV: 7.5 / 4.2
Largest force on an atom, Eh/bohr: 0.02796

Molecular formula: C26H22GeN5Zn
Method: DFT, wB97M-V/def2-TZVPD

ORCA input file:
```
! RIJCOSX wB97M-V def2-TZVPD def2/J DEFGRID3
* xyz 3 1
Zn 0.25 -0.31 1.46
N -3.80 -0.75 -0.61
C -2.67 -1.13 -0.03
N -1.89 -0.32 0.64
C -2.26 1.01 0.76
N -1.63 1.78 1.62
N -0.64 1.27 2.27
C -0.33 1.43 3.50
C 0.72 0.63 4.10
C 1.07 0.78 5.44
C 2.02 -0.07 5.99
C 2.62 -1.02 5.19
C 2.23 -1.11 3.85
N 1.29 -0.33 3.34
C -3.39 1.51 0.04
C -3.75 2.86 0.05
C -4.90 3.26 -0.59
C -5.70 2.33 -1.26
C -5.36 0.99 -1.29
C -4.20 0.57 -0.64
H -4.42 -1.44 -1.01
H -2.40 -2.18 -0.09
H -0.88 2.12 4.14
H 0.58 1.54 6.03
H 2.28 0.01 7.04
H 3.35 -1.71 5.58
H 2.69 -1.84 3.19
H -3.12 3.56 0.58
H -5.19 4.30 -0.57
H -6.60 2.66 -1.76
H -5.98 0.28 -1.81
Ge 1.81 -1.32 -0.98
C 0.26 -1.36 -2.20
C -0.10 -0.28 -3.00
C -1.05 -0.46 -4.00
C -1.63 -1.71 -4.19
C -1.26 -2.79 -3.39
C -0.33 -2.61 -2.38
C 3.55 -0.44 -1.18
C 3.73 0.74 -1.92
C 5.01 1.15 -2.22
C 6.11 0.40 -1.80
C 5.92 -0.77 -1.08
C 4.65 -1.18 -0.73
H 1.99 -2.68 -0.27
H 0.36 0.69 -2.87
H -1.33 0.37 -4.63
H -2.37 -1.85 -4.96
H -1.69 -3.76 -3.56
H -0.04 -3.45 -1.77
H 2.88 1.31 -2.25
H 5.16 2.06 -2.79
H 7.11 0.74 -2.03
H 6.77 -1.37 -0.79
H 4.51 -2.08 -0.14
*
```

Energy above the lowest of the compared OMol25 structures with the same formula, charge and spin, kcal/mol: 27.0
E_tot, a.u.: -5132.9762
Gap between HOMO and LUMO, eV: 4.2
Largest force on an atom, Eh/bohr: 0.05649

Molecular formula: CH26F3O20PSZr
Method: DFT, wB97M-V/def2-TZVPD

ORCA input file:
```
! RIJCOSX wB97M-V def2-TZVPD def2/J DEFGRID3
* xyz 0 1
Zr -0.11 -0.11 -3.85
C 0.11 0.49 1.07
F -1.10 0.99 1.08
F 0.93 1.50 0.78
F 0.41 -0.03 2.28
S 0.32 -0.94 -0.34
O 1.72 -1.32 -0.37
O -0.59 -1.98 0.13
O -0.12 -0.22 -1.59
P 2.23 0.90 -3.98
O 1.36 0.54 -5.15
O 3.73 1.34 -4.14
O 1.90 -0.48 -3.47
O 1.10 1.47 -3.19
O -1.58 1.41 -2.82
H -1.96 2.27 -2.99
H -2.01 1.11 -2.02
O 0.43 -3.39 4.09
H 0.43 -3.23 5.04
H 0.75 -2.57 3.71
O -3.03 0.21 -1.05
H -3.92 -0.10 -1.24
H -3.07 0.51 -0.15
O 3.77 0.24 -0.19
H 2.98 -0.28 -0.31
H 4.48 -0.33 -0.48
O -1.59 4.12 0.62
H -2.20 3.39 0.76
H -1.08 4.17 1.43
O 0.07 -2.28 -3.17
H -0.12 -2.78 -2.37
H 0.52 -2.91 -3.74
O -0.73 -4.27 -1.28
H -0.68 -5.12 -0.84
H -0.45 -3.64 -0.62
O 2.88 1.13 2.76
H 2.40 0.41 3.17
H 3.04 0.83 1.86
O -3.56 -2.81 0.63
H -3.07 -3.14 1.38
H -2.99 -2.15 0.24
O 0.38 3.64 -1.75
H -0.15 3.33 -1.02
H 0.56 2.86 -2.28
O 2.74 -2.16 2.19
H 3.56 -2.00 1.74
H 2.99 -2.43 3.08
O -0.22 3.32 3.11
H 0.13 3.97 3.72
H 0.28 2.53 3.28
O -3.77 1.49 1.81
H -3.44 0.84 2.43
H -4.68 1.63 2.06
*
```

Energy above the lowest of the compared OMol25 structures with the same formula, charge and spin, kcal/mol: 103.6
E_tot, a.u.: -2644.8197
Gap between HOMO and LUMO, eV: 7.2
Largest force on an atom, Eh/bohr: 0.18926

Molecular formula: C28H40As3BaIN3S2
Method: DFT, wB97M-V/def2-TZVPD

ORCA input file:
```
! RIJCOSX wB97M-V def2-TZVPD def2/J DEFGRID3
* xyz -1 1
Ba 0.13 -1.08 1.55
C 4.16 -1.24 5.81
C 3.34 -0.39 5.19
C 2.47 -0.82 4.05
C 2.95 -2.09 3.40
C 3.73 -3.01 4.21
C 4.29 -2.62 5.36
N 2.68 -2.26 2.14
N 3.20 -3.33 1.52
C 2.58 -3.63 0.37
C 3.20 -4.61 -0.46
C 2.56 -5.06 -1.58
C 1.29 -4.54 -1.91
C 0.78 -3.57 -1.08
N 1.39 -3.09 0.01
H 4.74 -0.90 6.66
H 3.23 0.64 5.53
H 2.37 0.00 3.33
H 3.86 -4.01 3.81
H 4.87 -3.31 5.95
H 4.16 -4.99 -0.15
H 3.02 -5.81 -2.21
H 0.73 -4.89 -2.76
H -0.21 -3.16 -1.28
S 0.42 1.80 2.90
C 0.31 1.73 4.64
C 0.09 2.93 5.35
C -0.04 2.98 6.72
C 0.07 1.81 7.48
C 0.31 0.62 6.82
C 0.43 0.57 5.43
S 0.73 -1.05 4.75
H 0.00 3.84 4.76
H -0.22 3.93 7.21
H -0.02 1.84 8.56
H 0.43 -0.30 7.38
C -1.33 3.76 0.68
As -1.33 2.03 -0.24
C -3.28 1.83 -0.18
C -1.14 2.88 -2.02
C -1.13 2.03 -3.30
C -1.18 3.01 -4.48
C 0.17 1.22 -3.43
As 0.47 -0.39 -2.32
C 2.31 -0.68 -2.95
C -0.36 -1.69 -3.55
C -2.38 1.13 -3.31
As -2.84 0.25 -5.02
C -4.17 -0.95 -4.21
C -4.15 1.57 -5.67
H -2.02 4.45 0.19
H -0.33 4.18 0.69
H -1.63 3.60 1.72
H -3.77 2.71 -0.62
H -3.56 1.75 0.87
H -3.60 0.92 -0.68
H -0.21 3.46 -1.96
H -1.96 3.60 -2.09
H -0.32 3.69 -4.44
H -2.09 3.61 -4.45
H -1.14 2.48 -5.43
H 1.02 1.89 -3.23
H 0.28 0.89 -4.47
H 2.36 -0.65 -4.04
H 2.64 -1.66 -2.59
H 2.96 0.08 -2.53
H -0.32 -1.32 -4.57
H -1.39 -1.87 -3.26
H 0.20 -2.62 -3.48
H -3.25 1.72 -3.02
H -2.28 0.34 -2.57
H -3.68 -1.70 -3.60
H -4.74 -1.45 -4.99
H -4.85 -0.38 -3.57
H -3.65 2.42 -6.12
H -4.79 1.91 -4.86
H -4.77 1.09 -6.44
I -2.80 -2.08 0.08
*
```

Energy above the lowest of the compared OMol25 structures with the same formula, charge and spin, kcal/mol: 0.0
E_tot, a.u.: -9082.2423
Gap between HOMO and LUMO, eV: 6.5
Largest force on an atom, Eh/bohr: 0.01089